Record 1
{"formula": "C2H3NO2S", "method": "ωB97M-V/def2-TZVPD", "multiplicity": 1, "energy_ev": -18541.578, "lumo_ev": 0.09, "max_force_ha_per_bohr": 0.130, "smiles": "O=CNSC=O", "species": ["O", "C", "N", "S", "C", "O", "H", "H", "H"], "coordinates": [[-2.529, 0.254, -0.180], [-1.454, 0.057, 0.368], [-0.657, -0.922, -0.313], [1.008, -1.189, 0.007], [1.721, 0.511, -0.043], [1.071, 1.585, -0.251], [-1.049, 0.435, 1.338], [-0.775, -1.105, -1.267], [2.664, 0.373, 0.341]], "lowdin_charge": [0.03, -0.33, -0.32, 0.92, -0.46, -0.05, 0.14, 0.06, 0.03]}

Record 2
{"formula": "C4H24BO20", "method": "ωB97M-V/def2-TZVPD", "total_charge": -1, "multiplicity": 1, "energy_ev": -46172.550, "lumo_ev": 1.89, "max_force_ha_per_bohr": 0.063, "species": ["O", "C", "O", "B", "O", "C", "O", "O", "C", "O", "C", "O", "O", "O", "H", "H", "O", "H", "H", "O", "H", "H", "O", "H", "H", "O", "H", "H", "O", "H", "H", "O", "H", "H", "O", "H", "H", "O", "H", "H", "O", "H", "H", "O", "H", "H", "O", "H", "H"], "coordinates": [[27.101, -7.959, -13.142], [26.094, -8.476, -13.535], [26.071, -9.275, -14.537], [24.696, -9.921, -14.564], [23.862, -8.958, -13.748], [24.636, -8.309, -12.963], [24.313, -7.549, -12.056], [24.667, -11.304, -13.965], [24.363, -12.236, -14.845], [24.286, -13.422, -14.663], [24.041, -11.504, -16.158], [24.158, -10.191, -15.936], [23.681, -11.961, -17.246], [22.056, -10.775, -12.155], [22.196, -10.349, -11.310], [22.920, -10.780, -12.567], [25.698, -6.856, -9.283], [25.213, -7.137, -10.059], [26.412, -7.489, -9.204], [20.578, -8.489, -15.701], [21.205, -8.935, -15.131], [21.035, -7.699, -15.990], [22.364, -12.720, -19.907], [23.177, -12.997, -20.331], [22.650, -12.247, -19.126], [28.237, -9.763, -16.901], [28.657, -10.476, -16.419], [28.236, -9.028, -16.288], [20.854, -8.278, -12.520], [20.409, -8.661, -11.764], [21.762, -8.569, -12.438], [23.712, -15.436, -11.739], [23.427, -14.609, -11.351], [23.600, -15.311, -12.681], [29.895, -8.049, -11.960], [30.081, -7.804, -12.866], [28.994, -8.373, -11.978], [25.463, -15.813, -15.261], [24.964, -15.026, -15.040], [24.992, -16.196, -16.001], [22.620, -6.780, -9.804], [23.037, -7.075, -10.613], [22.870, -7.435, -9.152], [25.160, -12.807, -20.010], [26.000, -13.060, -20.392], [25.318, -11.940, -19.637], [29.972, -7.547, -14.648], [29.140, -7.130, -14.870], [30.389, -7.718, -15.492]], "lowdin_charge": [0.15, -0.40, 0.24, -0.71, 0.22, -0.36, 0.12, 0.21, -0.35, 0.15, -0.31, 0.22, 0.13, -0.03, 0.04, 0.01, -0.05, -0.02, 0.03, -0.05, 0.01, 0.03, -0.07, -0.01, -0.01, -0.05, 0.04, 0.00, -0.05, 0.03, -0.02, -0.05, 0.02, 0.01, -0.07, -0.03, 0.00, -0.06, -0.03, 0.03, -0.05, -0.03, 0.03, -0.04, 0.04, 0.04, -0.03, 0.05, 0.05]}

Record 3
{"formula": "C30H52Br2F4IN2O10S3", "method": "ωB97M-V/def2-TZVPD", "total_charge": 1, "multiplicity": 1, "energy_ev": -246946.349, "lumo_ev": -3.89, "max_force_ha_per_bohr": 0.193, "species": ["C", "O", "C", "C", "C", "C", "C", "C", "C", "N", "C", "Br", "C", "C", "Br", "C", "C", "F", "F", "C", "F", "F", "C", "C", "C", "O", "O", "N", "C", "C", "O", "I", "C", "C", "C", "S", "O", "O", "H", "H", "H", "H", "H", "H", "H", "H", "H", "H", "H", "H", "H", "H", "H", "H", "H", "H", "H", "H", "H", "H", "H", "H", "H", "H", "H", "H", "H", "H", "H", "H", "H", "H", "H", "H", "C", "C", "C", "S", "O", "O", "C", "H", "H", "H", "H", "H", "H", "H", "H", "C", "C", "C", "S", "O", "O", "C", "H", "H", "H", "H", "H", "H", "H", "H"], "coordinates": [[2.168, 4.198, 3.065], [2.981, 3.030, 3.463], [2.160, 1.778, 3.378], [1.519, 1.517, 4.878], [0.604, 0.166, 5.005], [-0.401, -0.099, 3.703], [-1.386, -1.357, 4.020], [-2.965, -1.133, 4.067], [-3.751, -0.099, 3.074], [-4.077, 1.253, 3.584], [-5.375, 1.501, 4.220], [-5.827, 0.284, 5.802], [-6.764, 1.606, 3.407], [-7.434, 0.227, 2.831], [-6.935, 3.084, 2.046], [-3.338, 2.443, 3.050], [-2.327, 3.206, 4.084], [-2.716, 4.663, 4.284], [-0.898, 3.259, 3.774], [-2.392, 2.709, 5.673], [-2.200, 1.284, 5.912], [-3.535, 3.337, 6.429], [-2.885, 2.337, 1.459], [-1.983, 3.597, 0.913], [-2.687, 5.089, 1.218], [-3.966, 5.362, 0.944], [-1.768, 6.094, 1.841], [-2.473, 0.962, 0.976], [-2.329, 1.016, -0.561], [-0.765, 1.182, -1.067], [0.253, 1.676, -0.372], [-0.334, 0.559, -3.167], [-3.332, -0.194, 1.453], [-4.824, -0.076, 0.677], [-2.850, -1.688, 0.987], [-1.061, -1.946, 0.538], [-0.978, -2.127, -1.032], [-0.447, -3.299, 1.076], [1.672, 4.041, 1.997], [2.819, 5.188, 2.960], [1.383, 4.422, 3.911], [2.940, 0.918, 3.152], [1.347, 1.907, 2.546], [0.999, 2.498, 5.313], [2.461, 1.345, 5.591], [1.368, -0.751, 4.980], [0.059, 0.094, 6.038], [-1.102, 0.792, 3.450], [0.352, -0.263, 2.801], [-1.066, -1.711, 5.120], [-1.165, -2.337, 3.372], [-3.255, -0.911, 5.204], [-3.432, -2.225, 3.896], [-4.843, -0.617, 3.077], [-5.280, 2.566, 4.763], [-7.553, 1.960, 4.240], [-7.000, -0.769, 3.327], [-7.429, 0.145, 1.640], [-8.594, 0.206, 3.114], [-4.219, 3.268, 2.996], [-1.435, 3.243, 6.156], [-3.902, 2.526, 0.851], [-1.900, 3.660, -0.278], [-0.845, 3.568, 1.260], [-1.072, 6.389, 1.184], [-1.505, 0.795, 1.320], [-2.708, 0.057, -1.110], [-2.976, 1.903, -1.032], [-4.750, -0.293, -0.476], [-5.363, 0.933, 0.877], [-5.573, -0.923, 1.068], [-3.136, -2.563, 1.748], [-3.451, -2.015, 0.004], [-0.200, -0.864, 0.796], [4.570, -1.873, -4.559], [4.834, -0.408, -4.215], [4.557, 0.415, -5.472], [3.339, -0.496, -6.408], [3.946, -0.936, -7.647], [2.078, 0.217, -6.372], [3.242, -1.890, -5.301], [4.538, -2.501, -3.664], [5.368, -2.250, -5.210], [4.157, -0.095, -3.412], [5.858, -0.254, -3.860], [4.161, 1.404, -5.225], [5.454, 0.517, -6.089], [3.078, -2.807, -5.869], [2.406, -1.715, -4.617], [7.844, -4.899, -8.256], [6.863, -6.009, -8.628], [6.147, -6.438, -7.348], [6.139, -5.007, -6.278], [6.955, -5.296, -5.117], [4.786, -4.501, -6.168], [7.064, -3.942, -7.366], [8.239, -4.392, -9.141], [8.689, -5.323, -7.701], [6.131, -5.624, -9.348], [7.371, -6.857, -9.099], [5.118, -6.748, -7.547], [6.686, -7.240, -6.837], [7.706, -3.278, -6.783], [6.348, -3.356, -7.950]], "lowdin_charge": [-0.13, -0.25, -0.19, -0.17, -0.19, -0.19, -0.20, -0.17, -0.19, -0.12, -0.63, 0.72, -0.71, -0.19, 0.68, -0.09, -0.15, -0.01, -0.01, -0.07, -0.01, -0.04, -0.14, -0.03, -0.24, 0.02, -0.01, -0.04, -0.12, -0.66, -0.11, 0.92, -0.28, -0.04, -0.17, 0.81, -0.47, -0.39, 0.09, 0.11, 0.09, 0.15, 0.10, 0.11, 0.13, 0.14, 0.11, 0.08, 0.10, 0.14, 0.10, 0.10, 0.13, 0.13, 0.13, 0.11, 0.07, 0.07, 0.11, 0.15, 0.19, 0.16, 0.15, 0.13, 0.13, 0.13, 0.12, 0.18, 0.11, 0.05, 0.12, 0.15, 0.15, 0.07, -0.23, -0.22, -0.23, 0.67, -0.32, -0.36, -0.23, 0.13, 0.10, 0.11, 0.12, 0.10, 0.11, 0.09, 0.10, -0.22, -0.22, -0.22, 0.67, -0.32, -0.33, -0.24, 0.12, 0.12, 0.12, 0.12, 0.11, 0.11, 0.11, 0.11]}